1.
The ion C8H7O3S with charge -1 in a non-equilibrium geometry. Source: OMol25; level of theory: ωB97M-V/def2-TZVPD.

Last columns: bonded neighbours and bond lengths (Å).
CARTESIAN COORDINATES (ANGSTROEM)
1 C -1.077 0.061 -2.541  C2 1.280, H13 1.207, H14 1.094
2 C -1.290 0.517 -1.364  C1 1.280, C3 1.883, H15 1.025
3 C -0.802 -0.530 0.124  C2 1.883, O4 1.468, C5 1.547, C8 1.439
4 O -0.833 -1.916 -0.360  C3 1.468, H16 0.918
5 C -1.995 -0.230 1.061  C3 1.547, O6 1.257, O7 1.217
6 O -2.793 -1.173 1.293  C5 1.257
7 O -2.115 0.908 1.475  C5 1.217
8 C 0.520 -0.100 0.497  C3 1.439, C9 1.396, S12 1.780
9 C 1.002 1.077 1.071  C8 1.396, C10 1.370, H17 0.982
10 C 2.365 0.990 1.181  C9 1.370, C11 1.350, H18 1.059
11 C 2.892 -0.229 0.936  C10 1.350, S12 1.742, H19 1.093
12 S 1.753 -1.364 0.265  C8 1.780, C11 1.742
13 H -1.132 0.475 -3.673  C1 1.207
14 H -0.654 -0.935 -2.700  C1 1.094
15 H -1.505 1.446 -0.988  C2 1.025
16 H -1.660 -2.199 -0.081  O4 0.918
17 H 0.428 1.796 1.414  C9 0.982
18 H 2.929 1.787 1.590  C10 1.059
19 H 3.966 -0.382 0.799  C11 1.093

## Properties
- SMILES: C=C[C@](O)(C(=O)[O-])c1cccs1
- Max |F|: 5.8 eV/Å
- Net charge: -1
- LUMO level: 0.11275 hartree
- Kohn-Sham gap: 7.54 eV
- Energy above the lowest of the compared OMol25 structures with the same formula, charge and spin: 1.942 eV

2.
The ion C8H7O3S2 with charge -1 in a non-equilibrium geometry. Source: OMol25; level of theory: ωB97M-V/def2-TZVPD.

Last columns: bonded neighbours and bond lengths (Å).
CARTESIAN COORDINATES (ANGSTROEM)
1 C -1.388 -1.249 -0.988  C2 1.336, C3 1.433, H14 1.081
2 C -1.047 -0.025 -1.401  C1 1.336, C4 1.498, H15 1.081
3 C -0.503 -2.017 -0.163  C1 1.433, C5 1.340, H16 1.080
4 C 0.193 0.694 -0.966  C2 1.498, C6 1.523, C7 1.583, H17 1.096
5 C 0.661 -1.493 0.245  C3 1.340, C6 1.451, H18 1.080
6 C 1.113 -0.160 -0.104  C4 1.523, C5 1.451, C8 1.345
7 C -0.444 2.021 -0.384  C4 1.583, O9 1.254, S12 1.649
8 C 2.358 0.168 0.283  C6 1.345, H19 1.074, H20 1.079
9 O -0.781 2.046 0.824  C7 1.254, S13 2.052
10 O -1.857 -0.146 2.077  S13 1.454
11 O -0.145 1.068 3.313  S13 1.453
12 S -0.675 3.249 -1.459  C7 1.649
13 S -0.522 0.431 2.063  O9 2.052, O10 1.454, O11 1.453
14 H -2.325 -1.697 -1.290  C1 1.081
15 H -1.703 0.547 -2.042  C2 1.081
16 H -0.783 -3.024 0.109  C3 1.080
17 H 0.743 1.034 -1.852  C4 1.096
18 H 1.353 -2.079 0.832  C5 1.080
19 H 2.971 -0.502 0.855  C8 1.074
20 H 2.782 1.133 0.049  C8 1.079

## Properties
- Max |F|: 1.5 eV/Å
- Net charge: -1
- LUMO level: 0.12361 hartree
- Kohn-Sham gap: 7.93 eV
- Energy above the lowest of the compared OMol25 structures with the same formula, charge and spin: 0.000 eV

- Which of these has the lowest Kohn-Sham gap?
  C8H7O3S

Copy entry 1 word for word.
The ion C8H7O3S with charge -1 in a non-equilibrium geometry. Source: OMol25; level of theory: ωB97M-V/def2-TZVPD.

Last columns: bonded neighbours and bond lengths (Å).
CARTESIAN COORDINATES (ANGSTROEM)
1 C -1.077 0.061 -2.541  C2 1.280, H13 1.207, H14 1.094
2 C -1.290 0.517 -1.364  C1 1.280, C3 1.883, H15 1.025
3 C -0.802 -0.530 0.124  C2 1.883, O4 1.468, C5 1.547, C8 1.439
4 O -0.833 -1.916 -0.360  C3 1.468, H16 0.918
5 C -1.995 -0.230 1.061  C3 1.547, O6 1.257, O7 1.217
6 O -2.793 -1.173 1.293  C5 1.257
7 O -2.115 0.908 1.475  C5 1.217
8 C 0.520 -0.100 0.497  C3 1.439, C9 1.396, S12 1.780
9 C 1.002 1.077 1.071  C8 1.396, C10 1.370, H17 0.982
10 C 2.365 0.990 1.181  C9 1.370, C11 1.350, H18 1.059
11 C 2.892 -0.229 0.936  C10 1.350, S12 1.742, H19 1.093
12 S 1.753 -1.364 0.265  C8 1.780, C11 1.742
13 H -1.132 0.475 -3.673  C1 1.207
14 H -0.654 -0.935 -2.700  C1 1.094
15 H -1.505 1.446 -0.988  C2 1.025
16 H -1.660 -2.199 -0.081  O4 0.918
17 H 0.428 1.796 1.414  C9 0.982
18 H 2.929 1.787 1.590  C10 1.059
19 H 3.966 -0.382 0.799  C11 1.093

## Properties
- SMILES: C=C[C@](O)(C(=O)[O-])c1cccs1
- Max |F|: 5.8 eV/Å
- Net charge: -1
- LUMO level: 0.11275 hartree
- Kohn-Sham gap: 7.54 eV
- Energy above the lowest of the compared OMol25 structures with the same formula, charge and spin: 1.942 eV

Please write out number 1 again, unchanged.
The ion C8H7O3S with charge -1 in a non-equilibrium geometry. Source: OMol25; level of theory: ωB97M-V/def2-TZVPD.

Last columns: bonded neighbours and bond lengths (Å).
CARTESIAN COORDINATES (ANGSTROEM)
1 C -1.077 0.061 -2.541  C2 1.280, H13 1.207, H14 1.094
2 C -1.290 0.517 -1.364  C1 1.280, C3 1.883, H15 1.025
3 C -0.802 -0.530 0.124  C2 1.883, O4 1.468, C5 1.547, C8 1.439
4 O -0.833 -1.916 -0.360  C3 1.468, H16 0.918
5 C -1.995 -0.230 1.061  C3 1.547, O6 1.257, O7 1.217
6 O -2.793 -1.173 1.293  C5 1.257
7 O -2.115 0.908 1.475  C5 1.217
8 C 0.520 -0.100 0.497  C3 1.439, C9 1.396, S12 1.780
9 C 1.002 1.077 1.071  C8 1.396, C10 1.370, H17 0.982
10 C 2.365 0.990 1.181  C9 1.370, C11 1.350, H18 1.059
11 C 2.892 -0.229 0.936  C10 1.350, S12 1.742, H19 1.093
12 S 1.753 -1.364 0.265  C8 1.780, C11 1.742
13 H -1.132 0.475 -3.673  C1 1.207
14 H -0.654 -0.935 -2.700  C1 1.094
15 H -1.505 1.446 -0.988  C2 1.025
16 H -1.660 -2.199 -0.081  O4 0.918
17 H 0.428 1.796 1.414  C9 0.982
18 H 2.929 1.787 1.590  C10 1.059
19 H 3.966 -0.382 0.799  C11 1.093

## Properties
- SMILES: C=C[C@](O)(C(=O)[O-])c1cccs1
- Max |F|: 5.8 eV/Å
- Net charge: -1
- LUMO level: 0.11275 hartree
- Kohn-Sham gap: 7.54 eV
- Energy above the lowest of the compared OMol25 structures with the same formula, charge and spin: 1.942 eV

- LUMO level of number 2 (C8H7O3S2)?
  0.12361 hartree